ORCA calculation (ωB97M-V with the def2-TZVPD basis set) on C28H34Cl5GeN7OTi as an isolated structure.

As for the calculated total energy: -184297.4141 eV. Its charge is +2. For the energy relative to the best compared isomer or geometry (same formula, charge and spin), the calculation gives 0.415 eV. As for the highest occupied orbital energy (alpha / beta): -13.64 / -13.28 eV. As for the lowest unoccupied orbital energy (alpha / beta): -0.2650 / -0.2575 Eh.

Structure (XYZ):
```
77
Properties=species:S:1:pos:R:3:forces:R:3:mulliken_charge:R:1
Ge 0.236477 0.518811 -1.699702 0.0 0.0 0.0 0.28
Ti -0.169577 0.437088 1.036583 0.4 -1.0 0.1 -0.62
Cl -2.635033 -6.423850 1.378652 0.0 0.0 0.0 -0.14
Cl -2.268060 -1.036337 1.939525 -0.1 0.1 0.0 -0.11
Cl 0.207337 -6.414514 0.101872 0.0 0.0 0.0 -0.14
Cl -3.913222 -3.719847 2.323399 0.0 0.0 0.0 -0.16
Cl 1.774681 -3.707989 -0.216167 0.0 0.0 0.0 -0.16
O 0.274634 -1.395046 0.772984 -0.1 0.5 0.2 0.51
N -1.837856 1.682010 0.272864 0.1 0.1 0.1 0.64
N 2.968884 -0.229194 0.902032 -0.1 -0.1 0.1 -0.86
N -0.049189 2.314320 2.075399 -0.2 0.2 -0.2 0.97
N 0.707602 0.212055 3.135672 -0.1 0.0 -0.1 0.46
N 2.036100 0.885299 0.839924 0.2 0.2 -0.2 0.09
N 0.779672 2.545044 3.144560 0.0 -0.1 0.1 -1.30
N 1.563413 -0.974892 4.942665 0.0 0.0 -0.1 0.17
C 1.095527 1.415907 3.716215 0.0 0.0 0.0 0.10
C -1.642072 3.001065 0.512006 -0.2 0.1 0.0 0.51
C 1.632995 1.087879 -6.221031 0.0 0.0 0.0 -1.45
C 2.076767 0.165379 5.568845 0.0 0.0 0.0 0.16
C -2.426327 3.982272 -0.057729 0.0 -0.1 -0.1 -0.90
C -2.848358 1.325202 -0.518847 0.0 0.0 0.0 -0.17
C -1.629185 -2.588365 1.470484 0.1 0.0 0.0 1.21
C 2.360443 2.558564 5.546611 0.0 0.0 0.0 -0.36
C 2.017209 0.066683 -3.943026 0.0 0.0 0.0 -0.96
C -0.496102 -4.951397 0.629975 0.0 0.0 0.0 0.29
C 1.459402 1.254956 -4.717592 0.0 0.0 0.0 0.02
C -2.353581 -3.760389 1.627237 0.0 0.0 0.0 0.01
C 0.940311 -0.905267 3.778100 0.1 0.0 0.0 -0.73
C -2.667350 -1.964926 -3.705737 0.0 0.0 0.0 -0.49
C -1.776322 -4.957096 1.201261 0.0 0.0 0.0 0.37
C 2.045827 0.254143 -2.415158 0.0 -0.1 0.0 -0.83
C 2.776975 0.069780 6.765020 0.0 0.0 0.0 -0.94
C -0.626042 3.308757 1.515398 0.1 0.1 0.2 -0.46
C -3.418966 -1.788782 -5.017533 0.0 0.0 0.0 -1.36
C 0.209027 -3.758840 0.487260 0.0 0.0 0.0 0.14
C -3.687988 2.251756 -1.120880 0.0 0.0 0.0 -1.06
C -3.465246 3.597038 -0.901475 0.0 0.0 0.0 -0.55
C 1.859511 1.396927 4.947381 0.0 0.0 0.0 0.54
C 3.266826 1.226432 7.334978 0.0 0.0 0.0 -0.44
C -0.357418 -2.556143 0.908954 -0.1 -0.1 -0.1 -1.66
C -1.756135 -0.781003 -3.395062 0.0 0.0 0.0 -0.46
C 3.061041 2.468930 6.727617 0.0 0.0 0.0 -0.80
C -0.940031 -1.000511 -2.120017 0.0 0.0 0.0 -0.46
H 2.456631 -0.654224 -1.967226 0.0 0.0 0.0 0.38
H -2.991200 0.264835 -0.679771 0.0 0.0 0.0 0.70
H -4.019356 -0.877073 -5.010404 0.0 0.0 0.0 0.32
H -4.497732 1.905411 -1.746860 0.0 0.0 0.0 0.48
H 3.452440 3.361908 7.193899 0.0 0.0 0.0 0.45
H -3.376447 -2.096715 -2.880903 0.0 0.0 0.0 0.32
H 1.138341 0.180656 -6.573296 0.0 0.0 0.0 0.32
H -0.286919 -1.874009 -2.210177 0.0 0.0 0.0 0.94
H -1.088977 -0.598953 -4.243476 0.0 0.0 0.0 0.29
H -2.067194 -2.879064 -3.737383 0.0 0.0 0.0 0.36
H 2.294005 1.410361 0.007874 0.0 0.0 0.0 0.30
H 2.315611 1.500875 1.602303 0.0 0.0 0.0 0.42
H 1.444111 -0.833822 -4.186973 0.0 0.0 0.0 0.29
H -2.242907 5.025409 0.159519 0.0 0.0 0.0 0.50
H 2.185873 3.512717 5.070543 0.0 0.0 0.0 0.50
H 1.696757 -1.878705 5.374378 0.0 0.0 0.0 0.33
H -2.728528 -1.723920 -5.859518 0.0 0.0 0.0 0.33
H -1.613746 -1.228070 -1.286000 0.0 0.0 0.0 -0.06
H 3.815929 1.169503 8.264671 0.0 0.0 0.0 0.43
H 0.395889 1.386716 -4.488297 0.0 0.0 0.0 0.11
H -4.090149 -2.626073 -5.202798 0.0 0.0 0.0 0.40
H 2.708388 1.087140 -2.161927 0.0 0.0 0.0 0.50
H 3.038480 -0.132434 -4.278839 0.0 0.0 0.0 0.58
H 2.935624 -0.892097 7.235531 0.0 0.0 0.0 0.43
H 0.618707 -1.839938 3.332206 0.0 0.0 0.0 0.64
H -0.445274 4.328521 1.843752 0.0 0.0 0.0 0.46
H -4.096576 4.345681 -1.360470 0.0 0.0 0.0 0.47
H 1.211384 1.929999 -6.767778 0.0 0.0 0.0 0.39
H 3.083911 -0.570527 -0.047240 0.1 0.1 0.0 0.40
H -2.360060 0.129797 -3.299017 0.0 0.0 0.0 0.22
H 1.956874 2.171416 -4.383558 0.0 0.0 0.0 0.38
H -0.395730 1.853948 -2.152083 0.1 0.0 0.0 -0.11
H 2.688364 1.012397 -6.485626 0.0 0.0 0.0 0.37
H 2.476908 -0.983541 1.371439 0.0 0.0 0.0 0.26
```
Forces are in eV/Å.

ORCA calculation (ωB97M-V with the def2-TZVPD basis set) on the molecule C5H10O2.

As for the calculated total energy: -9440.3491 eV. As for the structure (SMILES): C[C@@]1(CCO)CO1. For the energy relative to the best compared isomer or geometry (same formula, charge and spin), the calculation gives 2.694 eV. As for the highest occupied orbital energy: -10.00 eV. As for the lowest unoccupied orbital energy: 0.0342 Eh.

Structure (XYZ):
```
17
Properties=species:S:1:pos:R:3:forces:R:3:nbo_charge:R:1
O -0.350138 0.739092 1.920891 0.3 -0.1 0.2 -0.72
O 1.768062 -0.183811 -0.072257 -0.1 0.6 0.2 -0.52
C -0.507826 -1.026006 0.152329 -0.1 0.1 0.0 -0.45
C 0.399288 -0.012786 -0.506438 -0.5 0.1 -0.3 0.20
C -0.274001 1.376898 -0.667312 0.2 -0.1 -0.3 -0.65
C 1.451775 -0.441288 -1.434280 -0.1 0.0 -0.2 -0.10
C -0.933103 -0.501966 1.556623 -0.2 -0.3 0.0 -0.07
H -0.672597 1.414241 -1.680996 0.1 0.1 -0.2 0.21
H 1.899489 0.284625 -2.114143 -0.3 -0.1 0.0 0.18
H -0.011448 -2.000324 0.248194 0.0 0.3 -0.1 0.22
H -1.370848 -1.165278 -0.506211 -0.1 0.0 0.2 0.21
H -2.018659 -0.354396 1.578818 0.2 0.0 0.1 0.17
H 0.516904 0.789340 1.495936 0.0 0.0 0.5 0.47
H 0.398475 2.229613 -0.518479 0.1 -0.3 -0.2 0.23
H -1.121154 1.559647 0.006240 0.4 -0.4 -0.2 0.24
H -0.672398 -1.233803 2.328790 -0.1 -0.1 -0.2 0.17
H 1.498181 -1.473798 -1.787707 0.1 0.1 0.3 0.18
```
Forces are in eV/Å.

ORCA calculation (ωB97M-V with the def2-TZVPD basis set) on an isolated ion of composition C19H24N5O2 and charge +1.

As for the calculated total energy: -31631.4026 eV. Its charge is +1. As for the structure (SMILES): OCCN1CCN(c2nc([NH2+]Cc3ccco3)c3ccccc3n2)CC1. For the energy relative to the best compared isomer or geometry (same formula, charge and spin), the calculation gives 0.000 eV. As for the highest occupied orbital energy: -10.87 eV. As for the lowest unoccupied orbital energy: -0.1263 Eh.

Structure (XYZ):
```
50
Properties=species:S:1:pos:R:3:forces:R:3:nbo_charge:R:1
O -7.775875 -0.591478 0.295160 -0.4 0.2 0.2 -0.71
O 3.568486 -1.074047 -1.331121 -0.6 -0.3 0.0 -0.39
N 0.467170 -0.715525 0.495347 0.5 -0.4 0.3 -0.51
N 2.302973 -1.688154 1.527667 -0.2 0.3 0.2 -0.52
N -1.395756 0.080464 -0.607502 -0.2 -0.1 0.0 -0.37
N 0.403305 1.485626 -0.380240 -0.5 0.0 -0.2 -0.52
N -4.197085 0.145033 -0.334849 0.0 0.1 0.0 -0.44
C -3.409526 -0.812244 0.416918 0.1 -0.2 -0.2 -0.23
C 4.664719 -0.493741 -1.832880 0.9 0.1 0.1 0.13
C 4.228262 2.221481 1.003774 0.1 -0.4 0.2 -0.21
C 3.964809 -1.845505 -0.290548 0.6 -0.3 0.5 0.18
C -3.447407 1.379333 -0.481116 0.2 -0.1 -0.3 -0.22
C -2.132582 -1.135828 -0.362310 -0.3 -0.4 0.3 -0.22
C 3.513739 3.198969 0.280992 -0.3 0.0 -0.1 -0.16
C 2.373021 0.712393 0.793223 -0.3 0.3 -0.2 -0.24
C -5.528081 0.344675 0.211834 -0.2 -0.3 0.0 -0.24
C 2.250010 2.960379 -0.172086 0.2 0.1 0.1 -0.23
C 5.318856 -1.748091 -0.127073 -0.7 -0.2 -0.1 -0.25
C -6.458805 -0.831028 -0.120762 0.4 0.1 -0.1 -0.06
C -2.171134 1.100160 -1.276705 -0.3 0.6 0.0 -0.23
C 1.631397 1.710901 0.069034 0.5 -0.6 0.5 0.32
C 1.669255 -0.487501 0.918303 -0.7 0.4 -0.2 0.43
C -0.169335 0.308469 -0.155941 0.8 0.3 0.1 0.58
C 3.672134 1.002460 1.261848 0.2 0.2 0.0 -0.17
C 5.773268 -0.868582 -1.136423 -0.4 0.2 -0.3 -0.31
C 2.918892 -2.574474 0.469461 0.4 -0.1 -0.8 -0.26
H 3.024642 -1.389952 2.194401 -0.2 -0.2 -0.1 0.44
H -6.156086 -1.733927 0.412970 0.1 0.0 -0.1 0.17
H -4.053425 2.101254 -1.029903 0.0 0.0 0.0 0.22
H -3.140092 -0.421590 1.416165 0.0 0.0 0.0 0.17
H -1.562669 1.998065 -1.370017 -0.1 -0.1 -0.1 0.25
H 5.919057 -2.250971 0.603558 0.1 -0.2 0.2 0.24
H -1.506603 -1.833103 0.192015 -0.1 0.0 -0.1 0.23
H -8.135840 0.160911 -0.187893 0.0 -0.1 0.0 0.47
H 6.782856 -0.565877 -1.316827 0.2 0.1 -0.1 0.25
H -3.985290 -1.727631 0.547218 0.1 0.0 0.1 0.22
H 4.535297 0.154328 -2.676247 -0.1 0.1 -0.1 0.22
H -2.445191 0.729439 -2.268691 0.0 0.1 0.0 0.21
H 3.983284 4.152347 0.094376 0.0 0.1 0.0 0.23
H -3.179562 1.818685 0.496612 0.0 0.0 0.0 0.17
H -2.410208 -1.573816 -1.325881 0.0 0.0 0.1 0.21
H -6.406658 -1.029665 -1.199901 0.1 0.0 0.1 0.17
H -5.945795 1.244901 -0.248263 0.0 0.0 0.0 0.19
H 1.688632 3.701305 -0.716882 -0.1 0.1 -0.1 0.24
H 2.108890 -2.868702 -0.201679 0.0 0.0 0.2 0.26
H 3.342073 -3.452435 0.958542 -0.1 0.1 0.0 0.25
H 5.221957 2.447652 1.356480 0.1 0.0 0.1 0.23
H 4.234841 0.266112 1.821015 0.1 0.0 0.0 0.20
H 1.564313 -2.212297 2.012162 0.1 0.2 0.0 0.45
H -5.513109 0.500825 1.302682 0.0 0.1 0.0 0.18
```
Forces are in eV/Å.

ORCA calculation (ωB97M-V with the def2-TZVPD basis set) on a 2-piece molecular cluster, H4N5 overall.

As for the calculated total energy: -7506.9800 eV. Its charge is +1. For the energy relative to the best compared isomer or geometry (same formula, charge and spin), the calculation gives 0.302 eV. As for the highest occupied orbital energy: -16.63 eV. As for the lowest unoccupied orbital energy: -0.1723 Eh.

Structure (XYZ):
```
9
Properties=species:S:1:pos:R:3:forces:R:3:nbo_charge:R:1
N -0.783447 -0.310621 -0.499736 1.9 0.8 -1.2 0.17
N -1.879657 -0.578391 0.006008 -1.0 -0.9 -1.5 -0.44
N 2.596821 0.296717 -0.328305 1.6 -0.1 -0.1 -0.07
N 3.628179 0.197965 0.005591 -0.1 0.0 -0.1 0.20
N 0.040854 0.467659 0.035111 3.1 -0.7 -1.8 -0.48
H 1.123438 0.444821 -0.378124 -3.5 0.2 0.9 0.42
H -0.048249 0.892366 0.920932 -0.8 0.5 1.5 0.38
H -2.208622 -0.378848 0.892683 -0.6 1.0 2.4 0.40
H -2.469317 -1.031670 -0.654162 -0.7 -0.7 -0.1 0.43
```
Forces are in eV/Å.

ORCA calculation (ωB97M-V with the def2-TZVPD basis set) on a 2-piece molecular cluster, C12H16N2 overall.

As for the calculated total energy: -15682.7971 eV. As for the structure (SMILES): CCc1c[nH]cn1.Cc1ccccc1. For the energy relative to the best compared isomer or geometry (same formula, charge and spin), the calculation gives 1.301 eV. As for the highest occupied orbital energy: -8.55 eV. As for the lowest unoccupied orbital energy: 0.0321 Eh.

Structure (XYZ):
```
30
Properties=species:S:1:pos:R:3:forces:R:3:nbo_charge:R:1
N -2.576414 -2.314608 0.880891 -0.6 0.2 -0.7 -0.53
N -1.843482 -0.801955 -0.547255 -0.6 0.6 -0.3 -0.47
C 3.242420 1.044480 -1.524346 0.0 -1.3 2.5 -0.23
C 1.673194 -1.059485 -1.702782 0.7 0.9 -1.0 -0.64
C -3.566999 1.924674 1.055931 -0.3 0.8 -1.7 -0.60
C -2.924959 -0.280496 0.128289 -0.8 -0.4 -0.5 0.11
C 2.583647 -0.288137 0.428617 -0.2 0.7 0.4 -0.22
C 3.954923 1.603333 0.777768 0.8 0.2 0.0 -0.23
C 2.547539 -0.038833 -0.966667 -0.8 -1.3 0.7 0.01
C -3.597614 1.026693 -0.217451 -0.8 -1.0 2.5 -0.42
C 3.938696 1.831360 -0.589160 -1.0 1.7 -1.1 -0.20
C -3.452429 -1.207600 0.999882 2.5 -0.4 -1.3 -0.14
C 3.247116 0.546094 1.315160 0.7 -0.3 -0.7 -0.20
C -1.711683 -2.029633 -0.142574 1.3 -0.1 0.0 0.17
H 3.314368 0.314667 2.365796 -0.1 0.0 0.2 0.21
H -4.661477 0.756784 -0.340912 0.4 0.3 -0.5 0.21
H 4.178424 2.861489 -0.912199 0.9 -0.8 0.0 0.21
H -2.566275 2.018757 1.455066 0.0 -0.2 0.4 0.21
H -2.782138 -3.248742 1.180626 0.0 -0.1 0.2 0.41
H 2.071023 -1.120801 0.921707 -0.1 0.1 -0.8 0.21
H 1.560375 -1.928994 -1.077358 -0.2 -0.3 0.2 0.20
H -4.278865 -1.169987 1.651672 -0.6 -0.1 0.6 0.22
H 4.662979 2.195773 1.366148 -0.7 0.1 0.0 0.21
H 2.165169 -1.381876 -2.631783 -0.2 0.1 0.1 0.21
H 3.364689 1.120757 -2.578215 -0.3 0.5 -0.6 0.22
H -4.356712 1.687649 1.757753 0.3 -0.5 0.4 0.20
H 0.676077 -0.663439 -1.961107 0.4 -0.1 0.2 0.24
H -3.237287 1.518845 -1.092489 0.5 0.1 -0.5 0.23
H -3.851936 2.908373 0.712236 0.0 0.6 0.0 0.20
H -0.869709 -2.632503 -0.590961 -1.4 0.2 1.1 0.21
```
Forces are in eV/Å.

ORCA calculation (ωB97M-V with the def2-TZVPD basis set) on the molecule C4H10N4O.

As for the calculated total energy: -12316.9969 eV. As for the structure (SMILES): CC(=O)[C@@H](N)/C(N)=N/N. For the energy relative to the best compared isomer or geometry (same formula, charge and spin), the calculation gives 1.538 eV. As for the highest occupied orbital energy: -8.56 eV. As for the lowest unoccupied orbital energy: 0.0333 Eh.

Structure (XYZ):
```
19
Properties=species:S:1:pos:R:3:forces:R:3:nbo_charge:R:1
O -1.962468 -0.193892 -1.257894 0.6 0.1 0.1 -0.59
N -1.713467 0.193885 1.480597 0.0 0.1 0.1 -0.83
N 0.675081 -0.933849 -0.375313 0.0 -0.2 0.1 -0.33
N 1.550228 -2.008452 -0.463021 0.3 -0.2 0.3 -0.67
N 1.266775 -0.388843 1.878420 -0.1 0.0 -0.2 -0.83
C 0.531511 -0.289391 0.717568 0.3 -0.3 0.3 0.39
C -0.963472 0.416045 -0.948429 -1.3 1.8 1.1 0.64
C -0.237347 1.357974 -1.872319 0.4 -0.8 -0.2 -0.72
C -0.623782 0.658004 0.638084 -0.5 -1.2 -1.6 -0.20
H 0.796294 -0.024677 2.698540 0.1 -0.2 -0.2 0.40
H -0.712022 2.329264 -1.828908 -0.2 0.3 0.1 0.23
H 1.523157 -2.374606 -1.412093 0.1 0.3 0.3 0.37
H -2.057995 -0.687690 1.087161 0.1 0.3 0.1 0.38
H -0.338805 1.680917 0.894393 -0.1 0.0 -0.2 0.21
H 1.747567 -1.263527 2.025653 0.0 0.0 0.1 0.39
H -2.490112 0.850685 1.405829 0.2 -0.2 0.1 0.36
H 0.804648 1.447770 -1.564988 0.0 0.1 -0.1 0.22
H 2.501925 -1.760909 -0.209007 0.1 0.0 -0.1 0.34
H -0.297717 0.991293 -2.894272 0.1 0.0 -0.1 0.23
```
Forces are in eV/Å.